Formula: C7H5FN3O2
Source: the OMol25 dataset
Level of theory: ωB97M-V/def2-TZVPD

Geometry as XYZ:
```
18
Properties=species:S:1:pos:R:3
C 1.33426 1.34363 0.36739
C 2.32038 0.36912 0.26327
C 0.16505 0.70971 -0.04295
C -0.37441 -1.57626 -0.65812
C -1.70618 -1.36312 -0.55427
C -3.68156 -0.01547 0.31352
C -1.19063 1.21730 -0.24980
N 1.81171 -0.78343 -0.16796
N 0.51795 -0.56371 -0.35393
N -2.29942 -0.19797 -0.30800
O -3.79179 1.02769 0.92795
O -4.41144 -0.95955 0.08023
F -1.35880 1.79316 -1.48434
H 1.44873 2.35978 0.68996
H 3.36862 0.44817 0.47735
H 0.07090 -2.53266 -0.86397
H -2.39643 -2.18669 -0.67928
H -1.64218 1.86568 0.49796
```

E_tot (eV): -18623.534
F_max (eV/A): 5.1
E_LUMO (eV): 3.6
Total charge: -1
Energy above the lowest of the compared OMol25 structures with the same formula, charge and spin (eV): 0.000
Gap between HOMO and LUMO (Eh): 0.2789
Spin multiplicity: 1